# 1
A molecular structure, C47H40I2N4O3STeV in a non-equilibrium geometry. Source: OMol25; level of theory: ωB97M-V with the def2-TZVPD basis set.

Each line ends with the Mulliken charge.
Positions of all 99 atoms, in Å:
V: 0.469 -0.009 0.666  -0.499
I: 8.007 -0.663 -0.251  0.072
C: 5.945 -0.779 -0.214  -0.730
C: 5.262 -1.182 -1.352  -0.802
C: 3.856 -1.316 -1.180  0.764
I: 2.259 1.824 -2.785  -0.525
C: 3.193 -0.884 -0.043  -0.296
O: 1.863 -1.058 -0.106  -0.519
C: 3.847 -0.501 1.096  0.907
C: 3.112 -0.177 2.405  -1.080
N: 1.903 0.670 2.082  -0.231
C: 2.281 2.056 1.864  -0.810
C: 1.271 2.782 1.015  0.823
C: 1.214 4.149 0.916  -0.797
C: 0.520 4.750 -0.062  -1.016
C: -0.172 4.004 -0.986  -1.392
C: -0.151 2.665 -0.786  -0.772
N: 0.533 2.071 0.161  1.356
C: 5.258 -0.528 0.988  -0.854
H: 5.601 -1.103 -2.314  0.802
H: 3.775 0.212 3.141  0.418
H: 2.643 -1.113 2.824  0.259
H: 1.366 0.630 2.960  0.307
H: 3.228 2.035 1.275  0.349
H: 2.596 2.701 2.712  0.455
H: 1.865 4.828 1.587  0.337
H: 0.557 5.818 -0.147  0.453
H: -0.712 4.454 -1.794  0.627
H: -0.719 2.058 -1.455  1.085
H: 5.865 -0.314 1.864  0.408
C: -4.690 3.370 -1.889  -1.823
C: -3.765 2.462 -1.157  0.308
C: -3.452 2.865 0.120  -0.365
C: -2.719 2.036 1.037  1.181
C: -2.820 2.319 2.493  -0.590
O: -3.020 1.396 3.249  -0.621
C: -2.626 3.616 3.108  0.746
C: -2.021 4.597 2.393  0.496
C: -2.014 5.893 2.913  -1.099
C: -2.536 6.093 4.157  -0.473
C: -3.025 5.069 4.954  -0.640
C: -3.100 3.772 4.418  -0.767
C: -2.156 0.921 0.451  0.593
O: -1.312 0.193 1.203  -0.632
C: -2.446 0.479 -0.856  0.067
C: -3.334 1.249 -1.610  -0.619
C: -1.762 -0.720 -1.423  1.439
N: -0.662 -1.127 -0.933  1.043
C: -0.163 -2.541 -1.161  -1.141
C: 1.090 -2.890 -2.056  -1.653
Te: 2.589 -1.465 -2.773  0.782
C: 3.757 -3.067 -3.572  0.456
C: 3.928 -4.382 -3.078  -0.072
C: 5.072 -5.120 -3.381  -0.788
C: 6.065 -4.602 -4.254  -0.590
C: 5.898 -3.274 -4.739  -0.513
C: 4.770 -2.557 -4.449  -0.503
C: -2.408 -1.446 -2.549  -1.521
C: -1.754 -1.547 -3.724  0.214
C: -2.119 -2.425 -4.735  -0.738
C: -3.295 -3.210 -4.571  -0.649
C: -4.088 -2.941 -3.450  -0.708
C: -3.662 -2.049 -2.424  -0.060
H: -4.872 2.947 -2.878  0.432
H: -4.384 4.373 -2.067  0.365
H: -5.666 3.410 -1.374  0.359
H: -3.827 3.815 0.443  0.631
H: -1.627 4.420 1.413  0.344
H: -1.645 6.715 2.304  0.431
H: -2.564 7.104 4.519  0.413
H: -3.494 5.264 5.902  0.415
H: -3.538 2.913 4.962  0.424
H: -3.658 0.870 -2.608  0.310
H: -0.970 -3.155 -1.505  0.635
H: 0.112 -2.859 -0.208  0.215
H: 0.960 -3.472 -3.016  0.768
H: 1.756 -3.476 -1.487  0.930
H: 3.151 -4.854 -2.436  0.269
H: 5.221 -6.077 -3.066  0.520
H: 6.923 -5.165 -4.441  0.456
H: 6.667 -2.853 -5.341  0.436
H: 4.623 -1.487 -4.761  0.342
H: -0.869 -0.981 -3.939  0.625
H: -1.416 -2.443 -5.507  0.501
H: -3.658 -3.829 -5.353  0.444
H: -4.996 -3.618 -3.398  0.282
H: -4.281 -2.017 -1.531  0.456
S: 0.458 -2.121 2.347  -0.547
C: -0.855 -2.517 3.266  0.500
N: -0.841 -3.696 4.047  0.034
C: -1.852 -4.068 4.937  -0.301
C: -3.004 -3.277 5.032  -0.703
C: -3.079 -2.160 4.179  -0.560
C: -2.046 -1.779 3.341  -0.314
H: -0.027 -4.253 4.057  0.243
H: -1.641 -4.890 5.591  0.424
H: -3.776 -3.444 5.783  0.383
H: -3.919 -1.562 4.163  0.627
H: -2.119 -0.824 2.839  0.352

Properties
2S+1 = 3
Charge = +1
Expectation value of S² = 2.012
HOMO-LUMO gap (alpha / beta) = 6.65 / 6.64 eV
Energy above the lowest of the compared OMol25 structures with the same formula, charge and spin = 39.5 kcal per mole


# 2
A molecular structure, C47H41BaBrN10O7SSi in a non-equilibrium geometry. Source: OMol25; level of theory: ωB97M-V with the def2-TZVPD basis set.

Each line ends with the Mulliken charge.
Positions of all 109 atoms, in Å:
Ba: 3.263 1.368 19.996  -0.717
O: 8.311 5.321 19.252  -0.715
C: 7.427 4.533 18.996  0.284
C: 7.496 3.083 19.231  -0.119
O: 8.334 2.465 19.862  -0.874
C: 6.160 2.531 18.948  0.401
C: 5.284 3.546 18.545  0.948
O: 4.016 3.383 18.473  -0.975
C: 6.013 4.840 18.444  0.108
O: 5.647 5.826 17.897  -0.686
O: 5.694 1.375 19.249  0.331
C: -1.587 1.972 17.931  -1.280
Si: -0.588 1.155 19.293  -0.068
C: -1.725 0.245 20.398  -0.579
C: 0.420 -0.131 18.340  -0.853
N: 0.475 2.288 20.108  0.802
C: 0.088 3.367 20.789  -0.310
C: -1.289 3.831 21.026  -0.343
C: -1.533 5.075 21.547  -1.006
C: -0.464 5.940 21.829  -0.622
C: 0.805 5.465 21.807  -1.263
C: 1.056 4.129 21.400  0.144
O: 2.363 3.610 21.255  1.480
C: 3.387 4.091 22.087  -0.282
C: 3.534 3.680 23.382  -0.094
C: 4.596 4.098 24.155  -0.320
C: 5.563 4.862 23.511  -0.350
C: 5.423 5.353 22.186  -0.973
C: 4.251 4.996 21.523  0.123
H: -2.554 1.503 17.625  0.324
H: -0.979 2.059 16.978  0.266
H: -1.711 3.049 18.169  0.347
H: -1.996 -0.725 19.948  0.393
H: -2.681 0.753 20.465  0.419
H: -1.134 0.171 21.364  -0.254
H: -0.271 -0.723 17.814  0.659
H: 0.962 -0.852 19.017  -0.017
H: 1.211 0.280 17.708  0.130
H: -2.152 3.242 20.686  0.188
H: -2.509 5.402 21.694  0.508
H: -0.589 6.977 22.133  0.374
H: 1.681 6.009 22.073  0.443
H: 2.777 3.053 23.808  0.395
H: 4.581 3.774 25.262  0.289
H: 6.616 4.976 23.997  0.140
H: 6.239 5.910 21.790  0.549
H: 4.171 5.338 20.488  0.751
C: 7.433 -3.712 17.366  -1.397
C: 7.176 -3.168 18.696  1.042
C: 6.953 -3.963 19.736  -0.526
C: 6.868 -3.472 21.042  -0.845
C: 7.007 -2.145 21.285  0.248
C: 7.312 -1.272 20.193  -0.125
C: 7.272 -1.750 18.934  -0.239
S: 7.011 -1.513 22.950  1.076
C: 8.768 -0.994 22.948  -1.231
O: 7.016 -2.677 23.909  -0.859
H: 8.500 -3.711 17.103  0.319
H: 6.920 -3.143 16.680  0.106
H: 7.173 -4.775 17.251  0.361
H: 6.638 -5.000 19.515  0.169
H: 6.782 -4.111 21.889  0.536
H: 7.462 -0.185 20.358  -0.060
H: 7.508 -1.012 18.132  0.241
H: 9.430 -1.846 23.033  0.444
H: 8.980 -0.649 23.998  0.407
H: 9.087 -0.334 22.145  0.354
N: 8.293 2.501 22.866  -0.090
C: 7.125 2.024 23.316  -0.561
C: 6.089 1.882 22.293  1.533
N: 4.995 1.222 22.459  1.607
C: 4.854 0.738 23.747  -0.785
C: 5.773 0.944 24.728  -1.187
N: 6.938 1.608 24.538  -0.568
H: 8.410 2.734 21.887  0.114
H: 8.993 2.675 23.548  0.260
H: 6.314 2.146 21.301  -0.739
H: 4.002 0.115 23.782  0.451
H: 5.618 0.463 25.701  0.405
N: -0.756 2.064 25.401  -0.664
C: -0.355 1.237 24.695  -0.034
C: 0.096 0.236 23.826  0.573
C: 0.022 -1.161 24.101  -0.826
C: 0.659 -1.964 23.171  -0.800
C: 1.303 -1.392 22.116  0.263
N: 1.488 -0.118 21.972  2.510
C: 0.977 0.704 22.866  -0.353
H: -0.520 -1.448 24.986  0.511
H: 0.557 -3.006 23.276  0.576
H: 1.734 -2.030 21.316  -1.135
H: 1.209 1.790 22.740  -0.330
N: 3.668 -1.616 19.816  0.148
C: 3.211 -2.672 19.740  -0.079
C: 2.660 -3.960 19.576  -0.146
C: 1.680 -4.453 20.491  0.330
N: 0.800 -4.748 21.216  -0.688
C: 2.692 -4.293 18.229  0.347
N: 2.658 -4.396 17.090  -0.701
Br: 7.256 1.269 15.244  -0.153
C: 5.711 0.392 15.822  -0.327
C: 5.600 -0.996 15.565  -0.188
C: 4.427 -1.627 15.846  -0.925
C: 3.416 -0.922 16.456  -0.201
N: 3.556 0.339 16.856  -0.040
C: 4.648 1.024 16.485  -0.802
H: 6.417 -1.396 14.986  0.505
H: 4.324 -2.668 15.528  0.386
H: 2.594 -1.457 16.924  0.412
H: 4.745 2.007 16.839  1.274

Properties
Charge = -2
HOMO-LUMO gap = 6.09 eV
Energy above the lowest of the compared OMol25 structures with the same formula, charge and spin = 30.7 kcal per mole


# 3
A molecular structure, C47H42F9N5O2S7Sr in a non-equilibrium geometry. Source: OMol25; level of theory: ωB97M-V with the def2-TZVPD basis set.

Each line ends with the Mulliken charge.
Positions of all 113 atoms, in Å:
Sr: 11.068 15.852 8.975  1.856
C: 15.555 10.420 16.213  -0.345
C: 14.616 10.013 14.970  -0.553
S: 14.712 10.495 13.163  -0.191
C: 13.963 12.269 12.910  0.139
C: 14.782 13.283 12.209  -0.162
S: 16.020 14.298 12.954  -0.139
C: 17.028 12.969 13.663  -0.746
C: 16.747 12.825 15.151  -0.120
S: 17.209 11.253 15.966  -0.181
H: 14.946 11.013 16.882  0.076
H: 15.829 9.491 16.704  0.383
H: 14.823 8.916 14.908  0.379
H: 13.585 10.069 15.260  0.215
H: 13.207 12.037 12.177  0.622
H: 13.623 12.553 13.926  -0.616
H: 15.228 12.912 11.279  0.497
H: 14.040 13.949 11.859  -0.082
H: 16.914 11.950 13.178  0.296
H: 18.011 13.338 13.476  0.472
H: 17.192 13.668 15.635  0.530
H: 15.646 12.942 15.391  -0.347
N: 10.860 16.597 11.477  -0.732
S: 10.267 17.608 12.426  1.913
N: 8.769 17.367 13.191  -0.604
S: 8.697 15.738 13.386  0.404
N: 10.533 11.394 19.813  -0.418
S: 10.716 11.084 18.285  0.234
N: 11.884 9.982 17.793  -0.242
C: 11.193 12.916 17.776  0.319
C: 11.087 14.142 18.435  0.331
C: 11.550 15.502 18.030  -1.355
C: 12.076 15.271 16.731  -0.152
C: 11.970 14.078 15.927  -1.043
C: 11.781 12.850 16.459  -0.055
C: 12.545 9.094 18.539  0.397
C: 13.658 9.433 19.534  -0.209
C: 14.396 8.482 20.168  -0.550
C: 14.021 7.054 20.040  -0.508
C: 12.976 6.760 19.203  -0.303
C: 12.304 7.673 18.306  -0.508
C: 7.838 15.346 14.890  0.698
C: 8.537 14.391 15.647  -0.250
C: 8.081 13.911 16.810  0.100
C: 6.826 14.357 17.315  -0.942
C: 6.113 15.163 16.485  -0.627
C: 6.580 15.668 15.242  -0.142
C: 7.426 15.202 12.163  0.043
C: 6.783 16.154 11.431  0.212
C: 5.864 15.879 10.455  -0.722
C: 5.620 14.582 10.096  -0.336
C: 6.293 13.554 10.717  -0.841
C: 7.126 13.888 11.800  -0.234
C: 11.403 18.073 13.806  -0.456
C: 12.670 17.610 13.681  -0.364
C: 13.521 17.893 14.730  -0.756
C: 13.126 18.561 15.883  -0.481
C: 11.769 18.842 16.085  -0.702
C: 10.915 18.634 14.992  0.150
C: 9.980 19.172 11.633  0.358
C: 10.787 20.251 12.057  -0.988
C: 10.670 21.413 11.325  -0.609
C: 9.864 21.529 10.305  -0.511
C: 9.092 20.446 9.910  -0.746
C: 9.229 19.235 10.527  0.203
H: 10.432 13.973 19.339  0.323
H: 8.185 16.555 7.828  -0.082
H: 12.366 16.173 16.094  0.310
H: 12.301 14.126 14.925  0.912
H: 11.959 11.828 15.924  -0.061
H: 13.625 10.543 19.390  0.284
H: 15.227 8.868 20.660  0.419
H: 14.884 6.455 20.446  0.229
H: 12.501 5.792 19.202  0.296
H: 11.656 7.310 17.539  0.444
H: 9.634 14.117 15.434  -0.144
H: 8.771 13.160 17.273  0.274
H: 6.494 13.913 18.207  0.463
H: 5.166 15.538 16.793  0.369
H: 5.928 16.386 14.699  0.377
H: 6.933 17.227 11.651  0.263
H: 5.539 16.734 9.922  0.435
H: 4.906 14.422 9.326  0.390
H: 6.082 12.531 10.429  0.410
H: 7.581 13.004 12.293  0.301
H: 13.010 17.001 12.812  0.352
H: 14.510 17.645 14.477  0.508
H: 13.825 18.918 16.627  0.357
H: 11.350 19.272 17.008  0.356
H: 9.843 18.978 15.049  0.317
H: 11.326 20.097 12.895  0.899
H: 11.405 22.236 11.622  0.210
H: 10.118 22.384 9.693  0.330
H: 8.483 20.485 9.028  0.420
H: 8.707 18.368 10.189  -0.112
O: 8.849 16.837 8.526  -0.624
S: 11.622 13.059 8.045  -0.543
C: 12.250 13.364 9.524  0.309
N: 12.550 13.703 10.605  -0.704
F: 12.160 16.665 5.397  -0.240
C: 13.426 16.928 5.776  0.608
F: 14.071 17.413 4.735  -0.286
F: 13.978 15.747 6.033  -0.261
C: 13.363 17.797 7.229  0.303
O: 12.953 17.047 8.197  -1.112
C: 14.869 18.402 7.269  0.663
F: 15.766 17.474 6.910  -0.283
F: 15.187 18.889 8.431  -0.240
F: 15.039 19.411 6.384  -0.272
C: 12.344 18.911 7.070  0.708
F: 11.063 18.450 6.866  -0.271
F: 12.331 19.748 8.140  -0.249
F: 12.579 19.724 5.989  -0.315

Properties
Charge = -2
HOMO-LUMO gap (alpha / beta) = 5.11 / 5.10 eV
Energy above the lowest of the compared OMol25 structures with the same formula, charge and spin = 51.9 kcal per mole


# 4
A molecular structure, C47H42N2O2P2Rh. Source: OMol25; level of theory: ωB97M-V with the def2-TZVPD basis set.

Each line ends with the Mulliken charge.
Positions of all 96 atoms, in Å:
Rh: -0.080 1.133 -0.022  0.411
C: 1.976 4.579 1.881  -1.358
C: 0.830 3.864 1.241  0.282
O: 0.797 2.612 1.265  0.060
N: -0.123 4.591 0.662  0.057
C: -1.354 4.048 0.099  -0.591
C: -1.241 3.654 -1.356  0.838
C: -1.640 4.520 -2.358  -0.928
C: -1.516 4.137 -3.685  -0.554
C: -0.992 2.887 -3.974  -0.885
C: -0.617 2.071 -2.925  -0.543
N: -0.741 2.437 -1.642  0.886
H: 2.235 4.071 2.807  0.311
H: 1.762 5.627 2.079  0.447
H: 2.841 4.516 1.218  0.274
H: -0.027 5.595 0.699  0.310
H: -2.124 4.810 0.204  0.681
H: -1.673 3.194 0.703  -0.623
H: -2.050 5.487 -2.099  0.570
H: -1.826 4.803 -4.479  0.466
H: -0.875 2.543 -4.991  0.518
H: -0.194 1.092 -3.108  0.567
C: -0.685 -5.957 -0.448  -1.761
C: -0.872 -4.648 -1.253  1.298
C: -1.401 -4.992 -2.671  -1.615
C: -1.885 -3.771 -0.549  0.864
C: -3.180 -4.198 -0.261  -0.468
C: -4.071 -3.371 0.401  -1.631
C: -3.695 -2.087 0.829  -0.670
C: -2.426 -1.624 0.570  0.038
P: -1.802 -0.035 1.218  1.707
C: -3.274 0.943 1.552  0.206
C: -3.907 1.554 0.465  -0.231
C: -5.071 2.278 0.663  -0.834
C: -5.598 2.404 1.944  -0.632
C: -4.969 1.802 3.025  -0.767
C: -3.807 1.066 2.835  -0.367
C: -1.001 -0.456 2.779  0.452
C: -0.540 0.599 3.573  -0.164
C: 0.128 0.335 4.756  -0.864
C: 0.359 -0.980 5.145  -0.740
C: -0.090 -2.030 4.357  -0.785
C: -0.774 -1.773 3.177  -0.615
C: -1.565 -2.477 -0.145  -0.353
O: -0.356 -1.940 -0.422  0.136
C: 0.629 -2.603 -1.019  -0.570
C: 1.820 -1.862 -1.203  -0.289
C: 2.894 -2.534 -1.726  0.403
C: 2.773 -3.891 -2.090  -1.382
C: 1.575 -4.574 -1.945  -0.515
C: 0.460 -3.950 -1.403  0.852
P: 1.926 -0.088 -0.734  1.780
C: 2.548 0.741 -2.211  0.388
C: 3.025 2.045 -2.042  -0.796
C: 3.409 2.792 -3.143  -0.773
C: 3.308 2.251 -4.420  -0.647
C: 2.824 0.962 -4.593  -0.787
C: 2.440 0.206 -3.493  -0.509
C: 3.201 -0.018 0.533  0.312
C: 2.798 -0.103 1.866  0.076
C: 3.750 -0.117 2.873  -0.736
C: 5.099 -0.039 2.551  -0.705
C: 5.502 0.054 1.225  -0.785
C: 4.556 0.063 0.211  -0.344
H: -1.635 -6.480 -0.358  0.439
H: -0.302 -5.756 0.552  0.375
H: 0.007 -6.622 -0.961  0.440
H: -2.351 -5.519 -2.592  0.428
H: -0.695 -5.642 -3.185  0.421
H: -1.551 -4.093 -3.269  0.389
H: -3.499 -5.188 -0.557  0.514
H: -5.072 -3.725 0.609  0.447
H: -4.403 -1.472 1.370  0.625
H: -3.498 1.449 -0.535  0.478
H: -5.572 2.738 -0.178  0.482
H: -6.506 2.971 2.098  0.451
H: -5.387 1.898 4.017  0.481
H: -3.325 0.589 3.679  0.444
H: -0.714 1.625 3.272  0.519
H: 0.464 1.152 5.380  0.472
H: 0.877 -1.185 6.073  0.468
H: 0.075 -3.052 4.670  0.494
H: -1.146 -2.603 2.589  0.533
H: 3.841 -2.029 -1.870  0.568
H: 3.632 -4.403 -2.503  0.467
H: 1.517 -5.608 -2.258  0.534
H: 3.120 2.464 -1.046  0.581
H: 3.800 3.791 -3.008  0.483
H: 3.618 2.831 -5.278  0.460
H: 2.757 0.537 -5.586  0.491
H: 2.068 -0.799 -3.646  0.389
H: 1.744 -0.151 2.123  -0.109
H: 3.441 -0.185 3.907  0.534
H: 5.842 -0.047 3.338  0.441
H: 6.553 0.120 0.981  0.480
H: 4.874 0.147 -0.821  0.410

Properties
2S+1 = 5
Charge = +3
Expectation value of S² = 6.031
HOMO-LUMO gap (alpha / beta) = 8.21 / 4.85 eV


> The highest charge belongs to which entry?

C47H42N2O2P2Rh


> Look up the charge of the fourth one.

+3


> Number 1 is which compound?

C47H40I2N4O3STeV


> Which formula does entry 1 have?

C47H40I2N4O3STeV